No. 1
DFT (ωB97M-V/def2-TZVPD) results for C41H44N5O3S3SbSc as an isolated structure.

Results
- orbital gap (eV) = 7.3
- maximum force (eV/Å) = 1.8
- LUMO level (eV) = -2.67
- energy relative to the best compared isomer or geometry (same formula, charge and spin) (kJ/mol) = 73.0
- spin multiplicity = 1
- charge = +1

Element x y z (Å)
Sb1 -1.8931 -3.3184 -0.9036
Sc1 0.0797 0.1761 -0.4570
S1 -1.7107 -1.2543 -1.8784
S2 -2.8721 3.5810 -2.4255
S3 2.4169 -1.3611 -0.2454
O1 1.3290 1.9216 -0.7880
O2 0.9196 0.3718 -2.2348
O3 -0.1920 -2.1667 1.1067
N1 4.3054 0.2403 0.6505
N2 -1.6071 0.4086 1.2511
N3 0.9935 0.4331 1.6238
N4 2.3256 0.5294 1.7158
N5 -1.3966 1.9929 -1.0977
C1 -1.1563 0.7361 2.4784
C2 -3.8555 0.6201 2.0368
C3 -1.3083 3.2183 -0.4821
C4 1.5788 2.2375 -4.3987
C5 0.5575 -4.5728 -2.0957
C6 -4.4403 -2.8938 0.5954
C7 3.5343 4.1049 -3.7120
C8 -2.1851 2.0467 -2.1348
C9 1.6406 -5.4301 -2.2221
C10 3.1059 4.0216 -5.0287
C11 -4.4197 -4.7302 -4.1976
C12 0.1468 -5.4271 0.1300
C13 -3.5495 -5.7098 -1.7481
C14 -4.9250 -3.1440 2.9340
C15 -2.0347 1.0150 3.5239
C16 3.0159 -0.0922 0.7775
C17 1.9739 -6.2830 -1.1797
C18 -2.0425 4.1979 -1.0599
C19 -0.1751 -4.5757 -0.9167
C20 5.4341 0.6964 2.8086
C21 2.0091 2.3597 -3.0561
C22 1.4113 1.5261 -1.9918
C23 3.6896 4.9068 -6.0923
C24 1.2290 -6.2837 -0.0087
C25 3.0023 3.2972 -2.7186
C26 -3.1146 -3.2311 0.8451
C27 -2.6874 -3.5179 2.1327
C28 -3.6050 -3.9443 -3.3934
C29 0.2933 0.7952 2.6512
C30 -2.9217 0.3539 1.0515
C31 0.9047 1.2523 3.9372
C32 3.5230 3.4474 -1.3128
C33 4.9645 1.2506 1.4664
C34 0.5281 1.2641 -4.8646
C35 -3.6000 -3.4718 3.1791
C36 -3.1740 -4.4387 -2.1703
C37 -4.7959 -5.9978 -3.7791
C38 -5.3464 -2.8513 1.6430
C39 2.1329 3.0833 -5.3478
C40 -3.3974 0.9626 3.2989
C41 -4.3630 -6.4898 -2.5543
H1 -2.4193 1.1950 -2.7561
H2 1.9787 1.3356 3.8035
H3 2.2198 -5.4341 -3.1357
H4 2.9413 5.1510 -6.8453
H5 4.2545 2.0606 1.6264
H6 -1.6470 1.2723 4.4991
H7 0.2899 -3.9026 -2.9056
H8 -4.0959 1.1945 4.0923
H9 4.8589 -0.3332 0.0384
H10 -0.6702 3.3370 0.3804
H11 -4.6581 -7.4784 -2.2279
H12 1.4881 -6.9559 0.7989
H13 0.5067 2.2251 4.2316
H14 -0.3830 1.3522 -4.2753
H15 -3.2362 0.0863 0.0505
H16 -6.3815 -2.5974 1.4535
H17 0.8706 0.2370 -4.7593
H18 4.0775 5.8305 -5.6658
H19 0.2852 1.4471 -5.9105
H20 -0.4375 -5.4331 1.0420
H21 3.7166 2.4773 -0.8567
H22 -5.6359 -3.1256 3.7498
H23 -0.1805 -2.1475 2.0690
H24 4.3041 4.8209 -3.4472
H25 4.5862 0.2662 3.3408
H26 -4.9105 0.5530 1.8170
H27 -4.7619 -4.3538 -5.1529
H28 2.7859 3.9511 -0.6871
H29 -3.2765 -3.7025 4.1860
H30 4.4418 4.0318 -1.3112
H31 0.7046 0.5464 4.7463
H32 -3.3013 -2.9529 -3.7096
H33 6.1850 -0.0811 2.6652
H34 5.8087 1.6405 0.8976
H35 2.8183 -6.9518 -1.2803
H36 4.5137 4.3981 -6.5971
H37 -2.1413 5.2295 -0.7666
H38 -5.4286 -6.6086 -4.4095
H39 0.7477 -2.2670 0.8325
H40 -1.6565 -3.7874 2.3251
H41 5.8665 1.4920 3.4157
H42 -3.2059 -6.0898 -0.7910
H43 1.7948 3.0050 -6.3750
H44 -4.7627 -2.6767 -0.4179

Cartesian forces, eV/Å:
-0.3 -0.4 0.2
-0.5 -0.6 1.6
0.3 -0.1 0.1
0.1 -0.2 0.1
-0.3 0.1 -0.3
-0.1 -0.1 0.0
0.1 0.4 -1.7
-0.1 -0.2 -0.3
0.2 0.1 0.0
0.0 0.1 0.1
-0.2 0.1 0.0
0.6 0.4 0.2
0.1 -0.2 -0.2
-0.4 0.0 -0.1
0.0 0.0 0.1
0.0 0.1 0.0
0.1 0.0 0.2
0.0 0.1 0.0
0.0 0.0 -0.1
0.0 0.0 0.0
-0.2 0.2 0.0
0.0 0.0 0.0
0.0 0.0 0.0
0.0 0.0 -0.1
0.0 0.0 0.0
0.0 0.0 0.0
-0.1 0.0 0.0
0.2 0.0 0.0
-0.3 -0.3 0.2
0.0 0.0 0.0
-0.1 0.0 -0.1
-0.4 0.4 0.1
-0.1 0.0 -0.1
0.0 0.0 -0.2
0.2 0.2 -0.1
0.0 -0.1 0.0
0.0 0.0 0.0
-0.1 -0.1 0.2
0.4 -0.1 -0.4
0.0 0.0 0.1
0.0 0.0 0.1
0.5 -0.1 -0.1
0.0 -0.1 -0.1
0.0 0.0 -0.1
0.0 0.0 0.0
0.0 -0.1 0.2
0.0 0.0 0.1
0.0 0.0 0.0
0.2 0.2 0.1
0.0 0.0 0.0
0.0 0.0 0.1
0.0 0.0 0.0
-0.1 0.0 -0.1
0.0 0.0 0.0
0.1 0.0 0.0
0.0 0.0 0.0
0.0 0.0 0.0
0.0 0.0 0.0
0.0 0.0 -0.1
0.0 0.0 0.0
0.1 0.0 0.0
0.0 0.0 0.0
0.0 0.0 0.0
0.0 0.0 0.0
0.0 0.0 0.0
0.0 0.0 0.0
0.0 0.0 0.0
-0.1 0.0 0.0
0.0 0.0 0.0
0.0 0.0 0.0
0.0 0.0 0.0
0.0 0.0 0.0
0.0 0.0 0.0
0.0 0.0 0.0
0.0 0.0 0.0
0.0 0.0 0.0
0.0 0.2 0.0
0.0 0.0 0.0
0.0 0.0 0.0
0.0 0.0 0.0
0.0 0.0 0.0
0.1 0.0 0.0
0.0 0.0 0.0
0.0 0.0 0.0
0.0 0.0 0.0
0.0 0.0 0.0
0.0 0.0 0.0
0.0 0.0 -0.1
0.0 0.0 0.0
0.0 0.0 0.0
0.1 0.0 0.0
0.0 0.0 0.0
0.1 0.1 0.1
-0.1 0.0 0.0
0.0 0.0 0.0
0.0 -0.1 0.0
0.0 0.0 0.0
-0.1 0.0 0.0



No. 2
DFT (ωB97M-V/def2-TZVPD) results for C41H44N6O2Pm as an isolated structure.

Results
- orbital gap (alpha / beta) (eV) = 6.6 / 6.7
- maximum force (eV/Å) = 1.5
- expectation value of S² = 6.005
- LUMO level (alpha / beta) (eV) = 1.53 / 1.53
- spin multiplicity = 5
- charge = -1

Element x y z (Å)
Pm1 -0.5959 -0.2419 0.4053
O1 -1.7845 3.8320 1.4959
O2 -1.3546 1.6403 1.2851
N1 -2.8568 -1.1991 -1.9549
N2 -2.0005 -1.5666 1.7558
N3 -3.2877 -5.5143 3.7736
N4 -2.8447 -0.3384 -1.0446
N5 -0.8484 1.9467 -1.3329
N6 -3.3830 -3.2408 2.8435
C1 -0.5016 0.9552 -3.4831
C2 -0.2674 1.0775 -4.8242
C3 -0.1923 -4.3367 -2.2787
C4 -5.1794 2.3392 -0.0639
C5 2.1442 -1.5084 0.8353
C6 1.6142 1.5162 3.0209
C7 -0.3361 3.4773 -4.6654
C8 0.4721 -1.5798 4.3072
C9 -0.8721 4.5092 -2.4731
C10 -1.4558 2.8367 0.8659
C11 -2.1979 -3.2156 -2.8967
C12 0.1248 -3.2926 -1.4199
C13 -0.1616 2.3502 -5.4184
C14 1.5668 0.4247 1.9349
C15 -4.1911 1.3691 -0.0174
C16 2.0012 0.7219 0.6059
C17 -5.9136 2.5382 -1.2229
C18 2.4074 -0.4594 -0.0541
C19 -0.6678 -2.1487 -1.2439
C20 -2.6353 -2.4091 2.2763
C21 3.2392 -0.5490 -1.3242
C22 -1.8694 -2.1841 -1.9978
C23 0.3203 1.7117 3.8374
C24 -1.1658 4.3241 -1.1572
C25 1.9360 2.8867 2.4046
C26 -3.2861 -4.4458 3.3198
C27 -5.6618 1.7443 -2.3361
C28 -1.1289 3.0188 -0.6237
C29 -3.9123 0.5955 -1.1409
C30 -0.6056 3.3812 -3.2821
C31 -1.3591 -4.2982 -3.0364
C32 -0.6364 2.1034 -2.6716
C33 2.7845 1.1886 3.9679
C34 2.3864 -0.4263 -2.5877
C35 1.6286 -1.0127 2.0579
C36 -4.6714 0.7813 -2.3022
C37 0.8549 -3.3515 2.6242
C38 3.9868 -1.8864 -1.3688
C39 1.4244 -2.0303 3.1946
C40 4.2731 0.5866 -1.3371
C41 2.7878 -2.3776 3.8190
H1 1.8917 0.5426 -2.6083
H2 3.2450 -1.5110 4.2959
H3 2.5345 0.3786 4.6500
H4 4.9144 0.5056 -2.2191
H5 3.0133 -0.5123 -3.4817
H6 -0.2103 0.7817 4.0068
H7 0.8757 -0.7473 4.8806
H8 -6.2421 1.8803 -3.2408
H9 4.5954 -2.0183 -0.4720
H10 2.4128 -2.5404 0.6740
H11 0.5622 2.1605 4.8064
H12 3.6618 0.8940 3.3875
H13 1.6091 -3.9076 2.0652
H14 3.2817 -2.7168 -1.4387
H15 -1.6028 -5.1039 -3.7178
H16 0.4765 -5.1856 -2.3704
H17 1.9269 3.6338 3.2018
H18 1.0543 -3.3781 -0.8642
H19 -1.4142 5.1285 -0.4809
H20 0.5175 -3.9916 3.4427
H21 2.2134 1.7159 0.2426
H22 0.3072 -2.4088 4.9995
H23 -0.5923 -0.0175 -3.0138
H24 -4.4591 0.1672 -3.1639
H25 3.0446 2.0656 4.5678
H26 4.8970 0.5419 -0.4424
H27 3.4725 -2.7413 3.0503
H28 -0.8646 5.4937 -2.9266
H29 -3.6411 1.1918 0.8973
H30 0.0106 -3.1670 1.9634
H31 -0.4933 -1.2967 3.8886
H32 -3.1323 -3.1483 -3.4410
H33 1.1873 3.1828 1.6669
H34 0.0407 2.4329 -6.4789
H35 4.6428 -1.9211 -2.2422
H36 -0.1502 0.1897 -5.4324
H37 -0.3626 2.3821 3.3207
H38 2.6632 -3.1612 4.5721
H39 -5.3747 2.9463 0.8107
H40 -6.6773 3.3047 -1.2614
H41 3.7760 1.5574 -1.3728
H42 1.6235 -1.2065 -2.6174
H43 2.9243 2.8982 1.9401
H44 -0.2870 4.4620 -5.1157

Cartesian forces, eV/Å:
1.4 -0.7 -0.2
0.0 -0.2 0.0
-0.4 0.6 0.3
-0.9 0.7 0.2
-0.3 -0.2 0.3
0.0 0.1 -0.1
0.5 -0.7 -0.6
-0.1 0.2 0.3
-0.8 0.4 0.0
0.0 -0.1 0.0
0.0 -0.1 0.1
-0.1 0.0 -0.1
-0.1 0.1 0.0
-0.2 0.2 -0.1
-0.2 0.0 0.0
0.0 0.0 -0.1
0.1 0.0 -0.1
0.0 -0.1 0.1
0.0 0.6 -0.3
-0.1 0.3 0.2
0.2 0.1 0.1
0.0 0.2 -0.1
0.5 -0.1 0.1
0.1 -0.2 0.0
0.3 0.0 0.2
0.0 0.0 0.0
-0.1 0.1 0.1
-0.7 -0.2 -0.6
0.5 -0.2 0.0
0.0 0.0 -0.1
0.8 -0.6 0.0
0.1 0.1 0.0
0.1 0.1 -0.1
0.0 -0.1 0.0
0.4 -0.3 0.0
-0.1 0.0 0.0
0.1 -0.2 0.1
-0.5 0.5 0.0
0.1 -0.1 0.1
0.1 -0.1 0.0
-0.1 0.1 -0.2
0.0 0.0 -0.1
0.0 -0.1 0.1
-0.2 0.1 0.1
0.3 -0.1 0.1
0.1 0.1 0.0
-0.1 0.1 0.0
0.0 0.0 0.1
-0.1 -0.1 0.0
0.0 0.1 0.0
0.0 0.1 0.0
0.0 0.0 0.0
0.0 0.0 0.0
0.0 0.0 0.0
0.0 0.0 0.0
0.0 0.0 0.1
-0.1 0.0 0.0
0.0 0.0 0.0
0.0 0.0 0.0
-0.2 0.0 -0.1
0.0 0.0 0.0
0.0 0.0 0.0
0.0 0.0 0.0
0.0 0.0 0.0
0.0 0.0 0.0
0.0 0.0 0.0
0.0 0.0 0.0
0.0 0.0 0.0
0.0 0.0 0.0
0.0 0.0 0.0
-0.2 0.0 0.0
0.0 0.0 0.0
0.1 0.0 0.0
0.0 0.0 -0.1
-0.1 0.0 0.0
0.0 0.1 0.0
0.0 0.0 0.0
0.0 0.0 0.1
0.0 0.0 0.0
-0.1 0.0 0.0
0.0 0.0 0.1
0.0 0.0 0.0
0.0 0.0 0.0
0.0 0.0 0.0
0.0 0.0 0.0
0.0 0.0 0.0
0.0 0.0 0.0
0.0 0.0 0.0
0.0 0.0 0.0
0.0 0.0 0.0
0.1 0.0 0.0
0.0 0.0 0.0
0.0 0.0 0.0
0.0 0.0 0.0